Molecular formula: C7H17FeN2OS
Method: DFT, ωB97M-V/def2-TZVPD

strongest force on any atom = 2.2 eV/A
orbital gap (alpha / beta) = 11.3 / 8.2 eV
relative energy (zero: lowest compared OMol25 entry of this formula, charge and spin) = 0.00 kJ/mol
⟨S²⟩ = 8.7654
net charge = +2
E = -2122.9065 Eh
LUMO energy (alpha / beta) = -6.3 / -9.6 eV
multiplicity = 6
molar mass = 233.138 Da

Atoms and positions in Å:
Fe (-0.49478, -1.09967, 0.15024)
C (1.82083, 0.59535, -0.54413)
C (1.28285, -0.08710, -1.90202)
N (-0.15286, -0.46999, -1.80531)
C (-1.00976, 0.71366, -2.25159)
C (-1.17110, 1.83878, -1.26347)
S (-1.52283, 1.10024, 0.43656)
C (-0.13736, 1.61908, 1.60747)
C (0.91315, 0.56422, 1.86778)
N (1.35184, -0.15945, 0.61281)
H (1.61745, 1.69114, -0.32304)
H (2.92526, 0.56959, -0.72016)
H (1.77847, -1.03567, -2.05719)
H (1.40482, 0.53220, -2.76895)
H (-0.38201, -1.16243, -2.49018)
H (-2.00111, 0.43345, -2.53247)
H (-0.57798, 1.10673, -3.18900)
H (-2.00781, 2.46269, -1.63040)
H (-0.30871, 2.47166, -1.06574)
H (-0.60127, 1.85415, 2.61858)
H (0.28660, 2.52273, 1.25634)
H (0.52167, -0.12543, 2.66250)
H (1.69218, 0.97578, 2.46142)
H (2.04198, -0.88813, 0.77370)
C (-1.48531, -3.21125, 2.07518)
O (-1.14054, -2.55526, 0.81902)
H (-1.36773, -2.56782, 2.98965)
H (-0.79089, -4.03452, 2.31122)
H (-2.48506, -3.65473, 1.90118)

Which charges does Mulliken predict for the atoms? In e, they are: atom 1 (Fe): 0.990, atom 2 (C): -0.442, atom 3 (C): -0.717, atom 4 (N): -0.191, atom 5 (C): -0.750, atom 6 (C): -0.490, atom 7 (S): 0.023, atom 8 (C): -0.549, atom 9 (C): -0.481, atom 10 (N): -0.218, atom 11 (H): 0.220, atom 12 (H): 0.408, atom 13 (H): 0.486, atom 14 (H): 0.419, atom 15 (H): 0.318, atom 16 (H): 0.534, atom 17 (H): 0.377, atom 18 (H): 0.442, atom 19 (H): 0.299, atom 20 (H): 0.414, atom 21 (H): 0.442, atom 22 (H): 0.294, atom 23 (H): 0.436, atom 24 (H): 0.298, atom 25 (C): -0.673, atom 26 (O): -0.759, atom 27 (H): 0.279, atom 28 (H): 0.313, atom 29 (H): 0.279

Molecular formula: C5H8N2
Method: DFT, ωB97M-V/def2-TZVPD

strongest force on any atom = 2.0 eV/A
orbital gap = 10.1 eV
relative energy (zero: lowest compared OMol25 entry of this formula, charge and spin) = 337.97 kJ/mol
net charge = 0
E = -304.7068 Eh
SMILES = C1=NN[C@@H]2C[C@H]2C1
LUMO energy = 1.1 eV
molar mass = 96.133 Da

Atoms and positions in Å:
C (1.68031, 0.30647, 0.02200)
N (1.62067, -0.95501, -0.17181)
N (0.40146, -1.64346, -0.18420)
C (-0.58930, -0.77661, 0.39044)
C (-1.87744, -0.18564, -0.10175)
C (-0.61606, 0.50588, -0.42720)
C (0.50535, 1.34785, 0.06439)
H (2.70937, 0.69321, -0.06215)
H (0.54259, -2.54332, 0.23835)
H (-0.37063, -0.48419, 1.40273)
H (-2.37043, -0.62580, -0.94205)
H (-2.44492, 0.21030, 0.74190)
H (-0.35884, 0.27612, -1.47452)
H (0.78130, 2.15750, -0.58672)
H (0.38658, 1.71670, 1.09059)

Which charges does Mulliken predict for the atoms? In e, they are: atom 1 (C): -0.016, atom 2 (N): -0.516, atom 3 (N): -0.272, atom 4 (C): -0.091, atom 5 (C): -0.552, atom 6 (C): 0.056, atom 7 (C): -0.759, atom 8 (H): 0.391, atom 9 (H): 0.272, atom 10 (H): 0.252, atom 11 (H): 0.286, atom 12 (H): 0.215, atom 13 (H): 0.162, atom 14 (H): 0.315, atom 15 (H): 0.255

Molecular formula: C3H9N4
Method: DFT, ωB97M-V/def2-TZVPD

strongest force on any atom = 4.8 eV/A
orbital gap = 11.3 eV
relative energy (zero: lowest compared OMol25 entry of this formula, charge and spin) = 265.60 kJ/mol
net charge = +1
E = -338.4197 Eh
LUMO energy = -3.8 eV
molar mass = 101.133 Da

Atoms and positions in Å:
C (-0.57102, -1.41392, -0.48849)
C (-1.91793, -1.30780, -0.29328)
C (-1.06776, 2.06847, 0.28766)
N (-0.02090, -0.19328, -0.07303)
N (-2.17424, -0.05958, 0.16382)
N (2.79094, -0.46575, 0.11041)
N (-1.03424, 0.57726, 0.18911)
H (-0.07870, -2.29577, -0.72425)
H (-2.68094, -1.95449, -0.44114)
H (2.50538, -1.37807, 0.58313)
H (3.56868, -0.08991, 0.67114)
H (-1.00035, 2.49401, -0.67499)
H (-2.18222, 2.22065, 0.65577)
H (-0.34500, 2.68619, 0.99314)
H (1.11741, -0.17049, -0.08154)
H (3.09089, -0.71752, -0.87746)

Which charges does Mulliken predict for the atoms? In e, they are: atom 1 (C): -0.136, atom 2 (C): -0.459, atom 3 (C): -0.671, atom 4 (N): -0.039, atom 5 (N): -0.656, atom 6 (N): -0.917, atom 7 (N): 0.688, atom 8 (H): 0.394, atom 9 (H): 0.495, atom 10 (H): 0.290, atom 11 (H): 0.255, atom 12 (H): 0.368, atom 13 (H): 0.306, atom 14 (H): 0.266, atom 15 (H): 0.541, atom 16 (H): 0.275